(1)
{"formula": "C3H4NO2S3Sr", "method": "ωB97M-V/def2-TZVPD", "elements": ["Sr", "N", "C", "C", "O", "O", "H", "H", "H", "H", "S", "C", "S", "S"], "xyz": [[-0.108, 0.172, -0.494], [-0.743, -1.817, 1.227], [-2.073, -2.341, 0.850], [-2.341, -2.308, -0.674], [-3.131, -3.137, -1.108], [-1.739, -1.387, -1.321], [-0.041, -2.534, 1.072], [-0.712, -1.612, 2.219], [-2.829, -1.702, 1.314], [-2.245, -3.358, 1.203], [3.115, 3.517, 1.028], [2.022, 2.405, 0.474], [0.294, 2.657, 0.747], [2.588, 0.971, -0.389]], "forces_ev_per_a": [[0.0172, 0.0807, -0.0104], [-0.0237, 0.0025, -0.0183], [0.0368, -0.0239, 0.0020], [-0.0473, -0.0167, 0.0017], [-0.0049, 0.0092, 0.0020], [0.0661, -0.0087, 0.0423], [-0.0042, -0.0053, -0.0067], [0.0118, 0.0214, -0.0061], [-0.0044, 0.0035, -0.0096], [-0.0001, 0.0020, 0.0020], [0.0672, 0.0726, 0.0367], [-0.1742, -0.1734, -0.0744], [0.0582, 0.0172, 0.0132], [0.0017, 0.0187, 0.0257]], "mulliken_charge": [1.42, -0.57, -0.35, 0.55, -0.68, -0.81, 0.20, 0.20, 0.23, 0.27, -0.39, 0.22, -0.65, -0.64], "lumo_energy_ev": 2.35, "total_energy_ha": -1547.4225, "de_lowest_kj_mol": 0.0, "charge": -1, "homo_ev": -3.797}

(2)
{"formula": "C3H6N4O", "method": "ωB97M-V/def2-TZVPD", "elements": ["C", "C", "C", "N", "N", "N", "N", "O", "H", "H", "H", "H", "H", "H"], "xyz": [[-1.531, 0.428, -1.326], [-0.901, -0.663, 0.277], [0.235, -0.043, -0.227], [-2.009, -0.357, -0.409], [-0.184, 0.644, -1.299], [-0.902, -1.496, 1.446], [1.553, -0.126, 0.499], [0.535, 1.598, -2.082], [-2.104, 0.730, -2.292], [-1.835, -1.427, 1.776], [-0.698, -2.480, 1.176], [1.253, -0.499, 1.336], [1.878, 0.802, 0.669], [-0.212, 2.136, -2.438]], "forces_ev_per_a": [[-2.2453, 1.8810, -4.6266], [1.5682, -0.7294, 1.1782], [2.3160, -1.0537, 3.1579], [0.4537, 0.0763, -0.5161], [-0.1901, 0.5426, -0.2674], [1.0293, -0.2744, -1.2710], [-1.8118, 0.8528, -4.2160], [-1.5416, -0.8672, 0.6251], [0.9823, -0.2913, 2.0478], [-0.8533, -0.3611, 0.6824], [-0.3693, 0.9642, 0.3796], [-0.4882, -1.1001, 2.4740], [0.3397, 0.6728, 0.0759], [0.8104, -0.3125, 0.2764]], "mulliken_charge": [-0.15, 0.54, -0.14, -0.62, 0.21, -0.62, -0.56, -0.39, 0.25, 0.32, 0.25, 0.31, 0.24, 0.38], "lumo_energy_ev": 0.57, "total_energy_ha": -412.0866, "de_lowest_kj_mol": 321.1, "homo_ev": -7.828}

(3)
{"formula": "C46H51Cl3F3GaN6O2S2Sb", "method": "ωB97M-V/def2-TZVPD", "elements": ["Ga", "C", "C", "N", "C", "C", "S", "C", "C", "N", "H", "H", "H", "H", "H", "H", "H", "H", "H", "H", "H", "H", "H", "H", "F", "C", "C", "C", "C", "C", "C", "Sb", "C", "C", "C", "C", "F", "C", "C", "C", "C", "C", "C", "F", "C", "C", "H", "H", "H", "H", "H", "H", "H", "H", "H", "H", "H", "H", "Cl", "C", "C", "C", "C", "C", "C", "N", "C", "C", "N", "C", "O", "C", "C", "C", "Cl", "S", "C", "C", "C", "Cl", "C", "H", "H", "H", "H", "H", "H", "H", "H", "H", "H", "H", "H", "H", "C", "N", "C", "C", "C", "N", "C", "C", "O", "H", "H", "H", "H", "H", "H", "H", "H", "H", "H", "H", "H"], "xyz": [[0.225, 1.352, -0.360], [2.486, 2.942, -1.692], [1.613, 4.137, -1.328], [0.477, 3.731, -0.453], [-0.814, 4.316, -0.895], [-1.322, 3.691, -2.184], [-1.481, 1.869, -2.084], [-0.423, 1.338, -3.452], [1.015, 1.851, -3.346], [1.638, 1.755, -1.987], [3.119, 3.195, -2.544], [3.139, 2.689, -0.860], [2.220, 4.895, -0.835], [1.204, 4.605, -2.222], [0.658, 4.072, 0.489], [-1.538, 4.140, -0.109], [-0.712, 5.395, -1.026], [-2.311, 4.090, -2.403], [-0.695, 3.920, -3.043], [-0.502, 0.251, -3.407], [-0.863, 1.634, -4.404], [1.634, 1.323, -4.075], [1.051, 2.900, -3.634], [2.242, 0.939, -1.960], [3.241, -4.132, 5.022], [2.850, -3.035, 4.384], [3.250, -2.855, 3.069], [2.843, -1.709, 2.410], [2.050, -0.765, 3.062], [1.660, -0.972, 4.382], [2.061, -2.119, 5.053], [1.647, 1.058, 2.083], [0.659, 2.135, 3.594], [1.132, 3.326, 4.140], [0.473, 3.927, 5.205], [-0.649, 3.308, 5.721], [-1.283, 3.869, 6.744], [-1.148, 2.123, 5.202], [-0.494, 1.551, 4.126], [3.632, 1.768, 1.903], [4.337, 2.425, 2.915], [5.696, 2.664, 2.792], [6.354, 2.208, 1.663], [7.656, 2.433, 1.542], [5.706, 1.500, 0.667], [4.344, 1.284, 0.803], [3.870, -3.601, 2.593], [3.161, -1.560, 1.383], [1.052, -0.250, 4.908], [1.778, -2.305, 6.079], [2.009, 3.816, 3.741], [0.825, 4.851, 5.645], [-2.021, 1.670, 5.651], [-0.878, 0.617, 3.726], [3.850, 2.730, 3.829], [6.255, 3.174, 3.565], [6.273, 1.119, -0.171], [3.844, 0.673, 0.054], [-3.533, 0.535, -5.266], [-2.701, -0.855, -4.656], [-3.110, -1.432, -3.464], [-2.411, -2.521, -2.965], [-1.312, -3.051, -3.635], [-0.537, -4.209, -3.036], [0.815, -3.760, -2.468], [0.616, -2.693, -1.481], [0.331, -2.867, -0.151], [0.120, -1.630, 0.358], [0.254, -0.688, -0.657], [0.555, -1.395, -1.751], [-1.258, -4.784, -1.975], [-1.647, -6.156, -2.190], [-0.471, -7.063, -2.388], [0.503, -7.291, -1.458], [0.560, -6.646, 0.142], [1.705, -8.379, -1.990], [0.921, -8.557, -3.497], [-0.214, -7.811, -3.574], [-0.939, -2.452, -4.838], [0.416, -3.063, -5.735], [-1.621, -1.363, -5.361], [-3.986, -1.051, -2.956], [-2.732, -3.003, -2.050], [-0.305, -4.939, -3.818], [1.488, -3.398, -3.241], [1.275, -4.600, -1.952], [0.293, -3.849, 0.291], [-0.136, -1.372, 1.369], [0.717, -1.021, -2.748], [-2.314, -6.210, -3.055], [-2.216, -6.426, -1.302], [1.335, -9.216, -4.243], [-0.864, -7.801, -4.438], [-1.326, -0.936, -6.310], [-2.861, -0.475, 0.338], [-3.375, 0.794, 0.815], [-4.834, 0.841, 1.003], [-5.332, 2.262, 0.895], [-4.559, 3.102, 1.881], [-3.112, 2.928, 1.679], [-2.311, 4.002, 2.262], [-2.577, 1.815, 1.141], [-1.299, 1.780, 0.952], [-2.957, -0.570, -0.746], [-3.428, -1.279, 0.807], [-1.824, -0.594, 0.624], [-5.084, 0.414, 1.979], [-5.277, 0.204, 0.240], [-6.397, 2.307, 1.119], [-5.190, 2.636, -0.121], [-4.812, 2.838, 2.912], [-4.771, 4.163, 1.754], [-2.455, 4.929, 1.704], [-1.263, 3.729, 2.293], [-2.647, 4.171, 3.285]], "forces_ev_per_a": [[-0.2588, 0.6817, 0.4456], [-0.1263, 0.0083, 0.2434], [-0.2992, -0.0883, 0.1467], [-0.0242, -0.2634, -0.0626], [0.2993, -0.2798, 0.1033], [-0.1291, 0.0224, 0.0189], [0.2265, 0.1170, -0.0998], [0.1448, -0.0854, 0.1647], [-0.0006, -0.0029, 0.0225], [-0.1468, -0.3088, 0.0104], [-0.0091, -0.0757, -0.0390], [-0.0304, -0.0425, 0.0408], [0.0494, -0.0198, -0.0300], [0.0238, 0.0116, -0.0362], [-0.0635, -0.1428, -0.0142], [-0.0487, -0.0056, 0.1079], [-0.0621, 0.0318, -0.1017], [-0.0250, -0.0454, -0.0169], [0.0012, -0.0034, 0.0000], [0.0016, 0.1281, -0.1257], [-0.0380, 0.0891, 0.0354], [0.0062, -0.0313, 0.0251], [-0.0449, -0.0236, -0.0385], [0.0783, -0.0393, -0.1102], [-0.0097, 0.0016, -0.0111], [0.0305, -0.0559, 0.0144], [-0.0241, 0.0213, -0.0388], [-0.0192, -0.0341, -0.0038], [-0.1064, -0.0824, -0.0933], [0.0216, -0.0704, -0.0093], [-0.0398, 0.0365, -0.0172], [0.2510, 0.5271, -0.2563], [-0.0604, 0.0217, 0.0578], [-0.0983, 0.0576, -0.0773], [0.0234, -0.0174, -0.0385], [-0.0367, 0.0286, -0.0027], [0.0050, 0.0079, 0.0193], [-0.0325, 0.0314, -0.0411], [0.0225, -0.0533, 0.0288], [0.1550, -0.1782, 0.0674], [-0.1142, -0.0026, -0.0179], [-0.0005, -0.0213, -0.0593], [0.0423, 0.0411, 0.0544], [-0.0094, -0.0059, -0.0025], [-0.0469, -0.0022, -0.0020], [-0.0560, -0.0544, -0.0204], [0.0155, 0.0081, 0.0044], [0.0262, 0.0185, 0.0027], [0.0468, 0.0133, 0.0267], [0.0070, 0.0118, 0.0041], [0.0718, 0.0058, -0.0254], [0.0048, -0.0007, -0.0070], [-0.0042, 0.0014, -0.0109], [-0.0076, 0.0216, -0.0183], [-0.0571, 0.0433, 0.0340], [-0.0119, 0.0061, 0.0041], [-0.0127, 0.0006, -0.0113], [0.0026, 0.0535, -0.0549], [0.0089, 0.0193, -0.0058], [-0.0078, -0.0075, 0.0056], [0.0156, 0.0098, -0.0076], [-0.0082, -0.0362, -0.0379], [0.0277, 0.0734, 0.0196], [-0.0124, -0.0310, -0.0085], [0.0052, 0.0329, 0.0656], [0.0890, -0.1203, 0.0098], [-0.0574, -0.0057, -0.0375], [0.0590, 0.0589, -0.0413], [0.1115, -0.0445, -0.0878], [0.0104, 0.1382, -0.0479], [-0.0192, -0.0176, -0.0183], [0.0217, 0.0001, 0.0031], [-0.0166, -0.0147, -0.0063], [-0.0493, 0.0357, 0.1031], [-0.0058, 0.0240, -0.0656], [0.0257, -0.0325, -0.0237], [-0.0236, 0.0025, -0.0116], [0.0424, 0.0279, -0.0023], [0.0439, -0.0071, -0.0200], [-0.0115, 0.0022, -0.0021], [-0.0274, -0.0302, 0.0239], [0.0018, 0.0076, 0.0005], [0.0063, 0.0011, -0.0011], [-0.0540, -0.0330, 0.0178], [-0.0304, 0.0365, -0.0145], [0.0213, -0.0184, -0.0402], [0.0103, -0.0111, 0.0148], [0.1311, 0.0387, 0.0264], [0.1148, 0.0012, 0.1048], [-0.0040, -0.0352, -0.0014], [0.0163, 0.0199, 0.0157], [0.0016, 0.0036, -0.0016], [-0.0010, -0.0043, -0.0053], [0.0037, -0.0011, -0.0053], [0.0609, -0.0201, 0.0767], [-0.1116, -0.0165, -0.0376], [0.0090, -0.0191, 0.0145], [-0.0097, 0.0080, 0.0245], [0.0549, -0.0057, 0.0112], [0.0271, 0.0188, -0.0148], [0.0163, -0.1478, 0.0083], [0.0502, 0.4343, -0.0464], [0.1689, -0.4475, -0.0888], [0.0362, 0.0296, -0.0036], [-0.0204, 0.0018, -0.0022], [-0.2752, 0.1093, -0.0342], [-0.0047, -0.0223, -0.0105], [0.0007, 0.0181, -0.0195], [0.0008, -0.0082, -0.0027], [0.0010, 0.0015, 0.0005], [-0.0093, -0.0028, -0.0017], [-0.0183, -0.0063, -0.0069], [0.0063, 0.0101, 0.0179], [0.0731, -0.0330, -0.0220], [0.0013, 0.0029, 0.0313]], "mulliken_charge": [0.93, -0.24, -0.91, -0.03, -0.14, -1.16, 0.14, 1.66, -1.36, -0.55, 0.58, -0.22, 0.57, 0.35, 0.26, -0.63, 0.72, 0.74, 0.50, -2.12, 1.00, 0.43, 0.60, 0.44, -0.30, 0.10, -0.74, -0.65, 0.84, -0.58, -0.73, 1.45, 0.59, -0.72, -0.81, -0.03, -0.33, -0.73, -0.52, 1.15, -0.83, -0.85, 0.02, -0.29, -0.62, -0.87, 0.54, 0.39, 0.49, 0.52, 0.48, 0.54, 0.56, 0.54, 0.51, 0.51, 0.52, 0.41, -0.14, 0.14, -0.90, 0.01, -0.89, -0.20, -1.69, 0.48, -1.14, -1.37, 1.26, -0.97, -0.24, -0.85, 0.27, 0.63, -0.18, -0.13, -0.42, -0.78, 0.90, -0.15, -0.73, 0.65, 0.61, 0.89, 0.62, 0.40, 0.54, 0.73, 0.90, 0.36, 0.37, 0.46, 0.42, 0.55, -0.46, 0.49, -0.69, -0.71, -0.66, 0.45, -1.15, -0.47, -0.08, 0.50, 0.67, -0.70, 0.30, 0.45, 0.39, 0.26, 0.33, 0.41, 0.46, 0.11, 0.54], "lumo_energy_ev": -7.35, "total_energy_ha": -6903.3055, "charge": 3, "homo_ev": -14.292}

| no. | strongest force on any atom (hartree/bohr) |
| --- | --- |
| 1 | 0.00499 |
| 2 | 0.10649 |
| 3 | 0.01662 |